# 1
The following is a quantum chemistry calculation of a single C7H8O molecule at a distorted geometry, from the OMol25 dataset.

## Properties
- Structure (SMILES): C#CCC(=C)C(C)=O
- Energy above the lowest of the compared OMol25 structures with the same formula, charge and spin: 88.5 kcal per mole
- M: 108.1 g mol⁻¹
- Total energy: -9432.4034 eV
- F_max: 4.9 eV/A

```
16
Properties=species:S:1:pos:R:3:forces:R:3
C 0.478 -1.675 -0.227 0.400 0.081 0.269
C 0.115 -0.643 0.525 -1.426 2.183 -1.283
C 1.827 0.951 -0.680 -0.656 0.720 -0.627
H -1.195 0.036 2.073 -0.121 -0.299 0.142
H 2.213 1.969 -0.694 -0.142 0.045 -0.161
C -2.290 0.808 -0.743 -1.072 -0.773 1.079
H 1.502 0.626 -1.664 0.195 0.034 -0.181
C -2.118 0.079 0.216 0.617 1.278 -1.402
H -0.214 -2.467 -0.478 0.098 -0.437 0.624
C -1.269 -0.589 1.178 0.485 -0.429 0.005
H -1.638 -1.595 1.387 0.137 0.126 0.326
O 0.591 1.664 1.212 -1.040 0.118 -0.957
H 1.476 -1.765 -0.625 -0.003 0.263 -0.548
H 2.649 0.320 -0.348 -0.199 -0.282 0.177
C 0.684 0.869 0.304 2.641 -2.913 2.984
H -2.812 1.411 -1.435 0.087 0.284 -0.448
```
Forces are in eV/Å.

How is the electron density shared among the atoms? According to natural (NBO), the charges in e are:
1 C -0.374
2 C -0.050
3 C -0.720
4 H 0.263
5 H 0.237
6 C -0.256
7 H 0.228
8 C 0.022
9 H 0.205
10 C -0.538
11 H 0.236
12 O -0.521
13 H 0.202
14 H 0.241
15 C 0.593
16 H 0.233

# 2
The following is a quantum chemistry calculation of a gas-phase ion, CH5INO (charge +1) at a distorted geometry, from the OMol25 dataset.

## Properties
- Total charge: +1
- Structure (SMILES): [NH3+][C@H](O)I
- Energy above the lowest of the compared OMol25 structures with the same formula, charge and spin: 37.5 kcal per mole
- M: 174.0 g mol⁻¹
- Total energy: -12747.2005 eV
- F_max: 5.4 eV/A

```
9
Properties=species:S:1:pos:R:3:forces:R:3
H -0.502 -2.055 -0.417 -0.348 -1.509 -1.621
H -0.101 1.690 0.364 0.162 1.859 -0.085
I 2.512 0.253 -0.047 -1.621 -0.319 -0.084
H 0.293 -0.160 -1.511 -0.680 0.098 -1.119
H -1.549 0.737 0.317 1.533 -0.042 -1.042
H -0.263 0.332 1.169 -0.086 -0.074 1.994
O -0.286 -1.478 0.279 2.572 4.676 -0.644
N -0.482 0.782 0.310 -1.169 -0.389 0.375
C 0.378 -0.102 -0.464 -0.364 -4.301 2.226
```
Forces are in eV/Å.

How is the electron density shared among the atoms? According to natural (NBO), the charges in e are:
1 H 0.491
2 H 0.446
3 I 0.267
4 H 0.233
5 H 0.481
6 H 0.466
7 O -0.732
8 N -0.723
9 C 0.071

# 3
The following is a quantum chemistry calculation of a molecular structure, C2Br2N2 at a distorted geometry, from the OMol25 dataset.

## Properties
- Energy above the lowest of the compared OMol25 structures with the same formula, charge and spin: 10.7 kcal per mole
- M: 211.8 g mol⁻¹
- Total energy: -145136.4246 eV
- F_max: 8.6 eV/A

```
6
Properties=species:S:1:pos:R:3:forces:R:3
C 1.596 -0.178 -0.018 -1.274 0.456 -0.098
N 2.728 -0.244 0.075 2.612 0.442 0.215
N 0.348 -0.479 -0.141 -8.382 1.732 0.992
Br -2.401 -1.065 0.004 0.762 0.289 0.038
C -0.913 0.132 0.036 6.417 -5.434 -1.381
Br -1.358 1.834 0.044 -0.135 2.514 0.234
```
Forces are in eV/Å.

How is the electron density shared among the atoms? According to natural (NBO), the charges in e are:
1 C 0.376
2 N -0.322
3 N -0.492
4 Br 0.165
5 C 0.003
6 Br 0.270

# 4
The following is a quantum chemistry calculation of a molecular structure, C3H8NO at a distorted geometry, from the OMol25 dataset.

## Properties
- Total charge: +1
- Energy above the lowest of the compared OMol25 structures with the same formula, charge and spin: 43.5 kcal per mole
- M: 74.1 g mol⁻¹
- Total energy: -6769.2816 eV
- F_max: 6.2 eV/A

```
13
Properties=species:S:1:pos:R:3:forces:R:3
C 1.734 0.431 -0.097 -0.464 2.218 4.721
H -2.675 -1.434 0.065 1.239 1.917 0.139
H -0.063 -1.488 -0.942 -2.159 2.473 2.985
H -0.029 1.292 -0.634 -0.576 -1.371 0.340
C -2.025 -0.416 0.036 -2.212 -4.681 -0.377
C -0.570 -0.731 0.081 2.581 0.551 -5.573
N 0.226 0.554 0.074 0.290 2.318 -0.626
H 2.018 -0.307 0.657 0.525 0.068 -0.505
H -0.022 1.066 0.933 0.364 -0.329 0.016
H 2.268 1.444 0.106 -1.228 -1.713 -0.121
H 1.897 0.200 -1.054 0.772 -1.393 -3.591
H -0.197 -1.232 0.884 0.380 -1.659 2.549
O -2.563 0.622 -0.107 0.488 1.602 0.043
```
Forces are in eV/Å.

How is the electron density shared among the atoms? According to natural (NBO), the charges in e are:
1 C -0.394
2 H 0.145
3 H 0.276
4 H 0.454
5 C 0.406
6 C -0.308
7 N -0.521
8 H 0.231
9 H 0.441
10 H 0.257
11 H 0.222
12 H 0.244
13 O -0.453

# 5
The following is a quantum chemistry calculation of 2 unconnected molecules or ions with the total composition CH6N3 at a distorted geometry, from the OMol25 dataset.

## Properties
- Total charge: +1
- Energy above the lowest of the compared OMol25 structures with the same formula, charge and spin: 49.7 kcal per mole
- M: 60.1 g mol⁻¹
- Multiplicity: 3
- Total energy: -5590.7985 eV
- F_max: 5.5 eV/A

```
10
Properties=species:S:1:pos:R:3:forces:R:3
H 1.149 -0.856 -1.192 -1.063 1.166 -0.793
H -0.068 0.074 -3.142 0.009 -0.619 -1.260
H 1.236 0.712 2.088 -1.984 0.056 -1.074
N -0.555 0.529 0.763 -0.594 0.838 -1.335
H -0.278 0.039 2.612 0.412 0.905 0.262
C 0.396 0.010 -1.191 2.358 -1.572 2.290
H -0.972 1.157 -2.070 1.790 -1.606 -0.649
H 0.727 -0.834 1.741 -0.768 2.170 -0.766
N -0.215 0.384 -2.215 -2.681 2.612 0.456
N 0.317 0.212 1.784 2.522 -3.950 2.868
```
Forces are in eV/Å.

How is the electron density shared among the atoms? According to natural (NBO), the charges in e are:
1 H 0.171
2 H 0.414
3 H 0.457
4 N -0.097
5 H 0.434
6 C 0.118
7 H 0.427
8 H 0.418
9 N -0.684
10 N -0.656

# 6
The following is a quantum chemistry calculation of a molecular structure, C18H23N4Pd, from the OMol25 dataset.

## Properties
- Total charge: +3
- M: 401.8 g mol⁻¹
- Total energy: -28450.6845 eV
- F_max: 0.4 eV/A

```
46
Properties=species:S:1:pos:R:3:forces:R:3
H -2.407 -3.435 4.614 0.005 0.014 -0.024
C -2.715 1.050 2.400 -0.003 0.077 0.113
H -1.780 5.847 1.855 -0.001 -0.001 0.000
H 3.179 -2.526 2.086 0.002 0.011 -0.005
H -3.582 1.618 2.064 0.011 0.006 -0.007
C 3.239 2.294 0.115 0.051 0.019 -0.051
N -0.701 -1.272 3.124 -0.166 -0.313 -0.164
C 4.585 2.048 0.120 -0.020 0.051 -0.013
H 0.822 -2.377 0.280 0.011 -0.004 0.025
C 2.354 1.357 0.717 -0.045 0.099 -0.060
C -2.023 0.942 0.068 -0.076 -0.084 0.031
H 2.541 -2.216 -0.139 0.007 0.015 -0.009
C -1.607 -2.807 5.007 -0.063 -0.093 0.101
H -2.976 -0.004 2.390 -0.007 0.003 -0.023
C -1.101 -1.951 3.956 0.009 0.037 -0.040
C 2.335 -1.950 2.463 0.096 0.076 0.118
H -2.311 -0.106 0.009 -0.009 0.003 0.023
C -1.774 3.702 1.714 -0.031 0.021 0.018
C 0.984 4.023 1.228 0.029 -0.074 -0.026
H 1.513 -2.635 2.642 -0.001 -0.010 -0.018
H 2.607 -1.446 3.387 -0.018 0.009 -0.005
C 4.215 -0.104 1.231 0.053 -0.003 -0.024
H -2.434 1.354 3.407 0.012 -0.005 -0.007
H 2.851 3.160 -0.403 -0.026 -0.020 0.003
C 0.205 5.124 1.443 -0.062 0.021 0.015
C 1.640 -1.671 0.144 -0.039 -0.123 0.038
N -1.565 1.243 1.475 0.009 -0.061 -0.103
C 0.387 2.723 1.181 -0.050 0.166 -0.012
C 2.863 0.089 1.159 -0.046 -0.138 -0.010
Pd 0.092 0.020 1.780 0.171 0.372 0.110
H 4.637 -1.017 1.627 0.001 0.003 0.000
C -1.017 2.591 1.485 0.015 -0.004 -0.052
H -2.888 1.565 -0.167 0.012 0.013 -0.009
C -1.171 4.970 1.670 0.050 -0.012 -0.012
H -0.805 -3.443 5.384 0.019 0.016 -0.020
H 2.055 4.136 1.172 -0.010 -0.006 0.012
H -1.995 -2.197 5.824 0.008 0.023 -0.016
H 5.267 2.744 -0.348 0.020 -0.016 0.005
H -2.830 3.632 1.935 0.003 0.000 0.001
H -1.225 1.150 -0.641 0.009 -0.008 0.005
H 0.651 6.108 1.488 -0.002 0.001 0.005
C 5.076 0.882 0.726 -0.053 -0.047 0.030
N 1.045 1.562 0.992 0.136 -0.052 0.140
N 1.888 -0.953 1.453 0.000 -0.002 -0.083
H 6.145 0.704 0.758 0.006 0.015 -0.010
H 1.391 -0.955 -0.637 -0.017 0.008 0.011
```
Forces are in eV/Å.

How is the electron density shared among the atoms? According to natural (NBO), the charges in e are:
1 H 0.308
2 C -0.426
3 H 0.274
4 H 0.231
5 H 0.231
6 C -0.141
7 N -0.526
8 C -0.193
9 H 0.244
10 C 0.175
11 C -0.428
12 H 0.244
13 C -0.756
14 H 0.240
15 C 0.568
16 C -0.425
17 H 0.245
18 C -0.269
19 C -0.100
20 H 0.238
21 H 0.241
22 C -0.243
23 H 0.237
24 H 0.258
25 C -0.198
26 C -0.429
27 N -0.440
28 C 0.066
29 C 0.208
30 Pd 0.936
31 H 0.271
32 C 0.332
33 H 0.242
34 C 0.038
35 H 0.305
36 H 0.254
37 H 0.306
38 H 0.282
39 H 0.270
40 H 0.223
41 H 0.282
42 C 0.022
43 N -0.292
44 N -0.408
45 H 0.274
46 H 0.227